Here is a structure of composition C23H21Co2N2O6 at a distorted geometry from the OMol25 dataset. Energies are from ωB97M-V/def2-TZVPD.

CARTESIAN COORDINATES (ANGSTROEM)
1 H -1.2061 2.4691 -0.0078
2 H 0.6195 4.6620 2.5162
3 O 1.0463 -3.6302 0.9030
4 C 0.9699 0.9447 1.2910
5 O 2.7075 -4.4803 -2.7248
6 Co 1.6270 -2.0903 -1.4999
7 H 2.5151 -1.5973 1.6678
8 C 1.2467 -2.9843 -0.0390
9 H 0.1125 3.6656 0.1195
10 C 0.7639 -0.9672 -2.5378
11 H -0.2305 3.9370 3.9193
12 H -3.5922 -3.2470 -4.2041
13 C -2.0407 -2.8939 -0.6412
14 H -1.3687 -2.1727 -3.9242
15 C 2.9215 -0.6546 1.2871
16 H -1.1293 4.8408 2.7028
17 Co 0.3027 0.0851 -1.1297
18 C -1.9178 -2.5491 -3.0565
19 O -2.4707 0.8590 -1.5748
20 C -0.2916 4.1475 2.8451
21 C -3.1660 -3.1509 -3.2027
22 O -0.7182 -0.7198 1.4077
23 C 1.6059 2.1432 3.0693
24 C -0.1185 -1.6774 -1.6348
25 C 2.5702 1.2223 2.8396
26 H 3.4886 1.0326 3.3734
27 H -0.2215 0.6387 -3.5378
28 N 0.6393 2.0007 2.1105
29 H -1.9650 1.2200 2.1075
30 C -3.8534 -3.6177 -2.0740
31 C 1.5929 1.3284 -1.0590
32 C -3.2806 -3.5029 -0.7988
33 O 2.4462 2.1147 -1.0293
34 C 2.2656 -3.5324 -2.2293
35 C 3.0799 -1.2343 -1.9816
36 H 2.9243 -0.6640 0.1887
37 O 4.0473 -0.7104 -2.3494
38 H 1.5973 0.8091 -3.3069
39 H -2.6463 2.8190 2.5204
40 C 0.0146 -0.0163 0.7351
41 H 1.5689 2.8736 3.8599
42 H -4.8363 -4.0784 -2.1894
43 C -1.7659 2.1696 2.6135
44 H -3.7994 -3.8811 0.0837
45 H -1.5997 -2.7375 0.3440
46 H 3.9538 -0.5495 1.6344
47 C -0.5582 2.8928 2.0299
48 C -1.3632 -2.3938 -1.7712
49 C -0.8059 3.2927 0.5860
50 N 2.1683 0.4789 1.7698
51 C 0.6611 0.3730 -2.9323
52 H -1.6046 1.9757 3.6809
53 H -1.5516 4.0981 0.5755
54 C -1.3550 0.6393 -1.3449

Results
Net charge   -1
Energy relative to the best compared isomer or geometry (same formula, charge and spin)   3.540 eV
Frontier orbital gap   0.1452 hartree

natural (NBO) population analysis, charges in e, atoms 1 to 2: H 0.25; H 0.22